{"formula": "C38H50Ge2N3O3S3Ti", "method": "the ωB97M-V functional and the def2-TZVPD basis", "e_tot_ha": -8065.9508, "gap_ev": [6.872, 6.871], "charge": -1, "max_force_ha_per_bohr": 0.0140, "homo_energy_ev": [-5.478, -5.478], "elements": ["Ti", "C", "N", "C", "C", "N", "C", "C", "C", "C", "C", "C", "C", "S", "C", "C", "C", "C", "C", "C", "S", "H", "H", "H", "H", "H", "H", "H", "H", "H", "H", "H", "H", "H", "H", "H", "H", "H", "H", "C", "C", "Ge", "C", "C", "C", "C", "Ge", "C", "C", "C", "C", "C", "C", "C", "C", "C", "C", "H", "H", "H", "H", "H", "H", "H", "H", "H", "H", "H", "H", "H", "H", "H", "H", "H", "H", "H", "H", "H", "H", "H", "H", "H", "H", "N", "C", "C", "C", "C", "C", "C", "S", "O", "O", "O", "H", "H", "H", "H", "H", "H"], "xyz": [[-0.893, 0.736, 0.164], [0.047, 2.973, -1.963], [-1.174, 2.241, -1.490], [-1.740, 1.428, -2.607], [-1.074, 0.060, -2.656], [-1.431, -0.750, -1.441], [-0.518, -1.921, -1.325], [-2.831, -1.188, -1.542], [-3.169, -2.223, -2.409], [-4.482, -2.638, -2.530], [-5.468, -2.001, -1.780], [-5.133, -0.962, -0.931], [-3.805, -0.529, -0.801], [-3.413, 0.822, 0.233], [-2.081, 3.279, -0.979], [-2.953, 3.956, -1.814], [-3.741, 4.985, -1.320], [-3.628, 5.352, 0.012], [-2.739, 4.684, 0.841], [-1.958, 3.637, 0.359], [-0.882, 2.734, 1.447], [-0.258, 3.806, -2.594], [0.688, 2.302, -2.521], [0.590, 3.360, -1.103], [-1.578, 1.922, -3.566], [-2.807, 1.322, -2.453], [0.011, 0.180, -2.682], [-1.386, -0.457, -3.562], [-0.572, -2.556, -2.206], [-0.778, -2.498, -0.442], [0.502, -1.573, -1.226], [-2.407, -2.717, -3.001], [-4.731, -3.449, -3.203], [-6.501, -2.319, -1.862], [-5.890, -0.462, -0.338], [-3.030, 3.678, -2.859], [-4.434, 5.494, -1.975], [-4.239, 6.154, 0.410], [-2.650, 4.952, 1.888], [-3.473, -0.117, 4.670], [-2.790, 0.694, 3.561], [-1.804, -0.436, 2.282], [-2.900, -2.060, 1.958], [-2.633, -3.178, 2.977], [-0.355, -1.104, 3.425], [0.940, -1.080, 3.098], [1.341, -0.211, 1.337], [2.324, 1.529, 1.620], [3.860, 1.569, 1.701], [2.713, -1.370, 0.460], [3.540, -2.286, 1.374], [1.930, -1.683, 4.047], [3.167, -1.096, 4.302], [4.055, -1.634, 5.223], [3.730, -2.798, 5.907], [2.509, -3.411, 5.652], [1.624, -2.860, 4.735], [-3.985, 0.537, 5.385], [-2.753, -0.715, 5.238], [-4.222, -0.805, 4.262], [-2.052, 1.382, 3.981], [-3.518, 1.297, 3.018], [-2.716, -2.429, 0.946], [-3.948, -1.747, 1.977], [-1.588, -3.504, 2.946], [-3.260, -4.055, 2.782], [-2.835, -2.850, 4.002], [-0.639, -1.495, 4.413], [1.858, 2.009, 2.484], [2.023, 2.144, 0.769], [4.241, 1.312, 2.686], [4.225, 2.577, 1.487], [4.334, 0.895, 0.980], [3.388, -0.726, -0.105], [2.197, -1.997, -0.276], [4.249, -1.718, 1.981], [4.115, -2.993, 0.770], [2.917, -2.863, 2.062], [3.424, -0.199, 3.766], [5.008, -1.148, 5.402], [4.422, -3.228, 6.622], [2.246, -4.327, 6.167], [0.683, -3.360, 4.530], [2.142, 0.710, -1.923], [2.743, 0.592, -3.211], [3.456, 1.644, -3.767], [3.957, 1.540, -5.062], [3.746, 0.387, -5.806], [3.040, -0.672, -5.238], [2.537, -0.569, -3.951], [4.309, 0.263, -7.506], [4.958, -1.037, -7.566], [3.080, 0.347, -8.279], [5.203, 1.397, -7.668], [2.597, 1.384, -1.324], [2.148, -0.177, -1.452], [3.620, 2.546, -3.183], [4.523, 2.347, -5.514], [2.895, -1.574, -5.823], [1.987, -1.397, -3.505]]}